Formula: C3H6AgO4
Source: OMol25
Level of theory: ωB97M-V/def2-TZVPD

Values from the calculation:
F_max	0.0459	Eh/bohr
E_HOMO (spin up / spin down)	-0.5545 / -0.5468	Eh
LUMO energy (spin up / spin down)	-5.4 / -7.4	eV
Kohn-Sham gap (spin up / spin down)	0.355 / 0.274	Ha

ORCA input file:
```
! RIJCOSX wB97M-V def2-TZVPD def2/J DEFGRID3
* xyz 1 3
O -1.89 0.33 -0.43
C -0.53 0.58 -0.83
C 0.34 0.86 0.39
O 1.71 0.51 0.11
C 2.15 -0.67 0.45
O 3.37 -0.94 0.32
O 1.43 -1.65 0.76
H -2.36 1.15 -0.24
H -0.50 1.43 -1.52
H -0.21 -0.30 -1.38
H 0.02 0.35 1.30
H 0.33 1.93 0.62
Ag -2.77 -1.46 -0.04
H -1.10 -2.10 0.49
*
```

Atomic partial charges in e from the natural (NBO) method, atoms 1 to 8:
1. O -0.81
2. C -0.10
3. C -0.11
4. O -0.48
5. C 0.92
6. O -0.23
7. O -0.52
8. H 0.52

***

Formula: C18H36BrIrN2O8Si
Source: OMol25
Level of theory: ωB97M-V/def2-TZVPD

Values from the calculation:
F_max	0.0088	Eh/bohr
E_HOMO	-0.3380	Eh
LUMO energy	0.1	eV
Kohn-Sham gap	0.340	Ha

ORCA input file:
```
! RIJCOSX wB97M-V def2-TZVPD def2/J DEFGRID3
* xyz 0 1
Ir -1.66 0.19 -2.38
O 0.73 2.13 -3.67
C 0.19 3.20 -2.93
C -1.31 3.20 -3.15
N -2.11 2.23 -2.35
C -3.51 2.28 -2.87
C -3.77 1.21 -3.93
O -4.53 1.39 -4.84
O -3.13 0.08 -3.70
C -2.14 2.61 -0.92
C -2.77 1.48 -0.11
O -3.15 1.69 1.02
O -2.81 0.34 -0.73
H 1.66 2.00 -3.45
H 0.56 4.17 -3.28
H 0.43 3.13 -1.86
H -1.51 2.99 -4.20
H -1.70 4.20 -2.93
H -3.74 3.27 -3.25
H -4.19 2.05 -2.05
H -2.70 3.53 -0.77
H -1.12 2.76 -0.56
O -0.10 -2.62 -4.21
N -0.59 -1.70 -3.65
O -1.33 -1.83 -2.59
O -0.43 -0.47 -3.98
C -1.72 -1.19 2.33
C -0.55 -1.96 1.71
C -1.13 -2.71 0.50
C -0.06 -2.99 2.74
Si 0.92 -0.84 1.21
Br 0.46 0.21 -0.86
C 1.23 0.68 2.34
C 1.36 0.21 3.80
C 2.53 1.41 1.96
C 0.10 1.72 2.24
C 2.50 -1.80 0.72
C 2.15 -3.04 -0.12
C 3.49 -0.98 -0.12
C 3.23 -2.26 2.00
H -2.51 -1.91 2.55
H -2.15 -0.46 1.66
H -1.46 -0.70 3.27
H -1.89 -3.41 0.87
H -0.39 -3.29 -0.06
H -1.62 -2.03 -0.18
H -0.92 -3.58 3.07
H 0.37 -2.52 3.63
H 0.68 -3.68 2.33
H 2.16 -0.53 3.93
H 0.44 -0.21 4.19
H 1.62 1.07 4.42
H 3.42 0.80 2.13
H 2.62 2.30 2.60
H 2.52 1.75 0.92
H -0.89 1.33 2.45
H 0.08 2.18 1.25
H 0.31 2.52 2.97
H 1.60 -2.78 -1.03
H 1.56 -3.77 0.44
H 3.08 -3.53 -0.42
H 3.08 -0.73 -1.10
H 4.38 -1.59 -0.29
H 3.82 -0.06 0.36
H 2.59 -2.84 2.66
H 3.63 -1.42 2.57
H 4.07 -2.89 1.71
*
```

Atomic partial charges in e from the natural (NBO) method, atoms 1 to 8:
1. Ir 1.24
2. O -0.71
3. C -0.08
4. C -0.24
5. N -0.38
6. C -0.36
7. C 0.76
8. O -0.58

***

Calculated relative energy (zero: lowest compared OMol25 entry of this formula, charge and spin), 10.05; 0.00 kcal/mol (same order as the records).